Here is 10 unconnected molecules or ions with the total composition C26H72O10 at a distorted geometry from the OMol25 dataset. Energies are from ωB97M-V with the def2-TZVPD basis set.

Geometry as XYZ:
```
108
Properties=species:S:1:pos:R:3:lowdin_charge:R:1
C -16.90419 12.97575 9.20619 -0.05
C -18.19967 12.61235 8.54228 -0.50
C -18.48807 13.46308 7.33908 -0.05
O -18.33605 11.22304 8.26765 -0.05
H -16.74436 14.06565 9.38326 0.10
H -16.08160 12.71144 8.55869 0.04
H -16.76892 12.38838 10.14102 0.09
H -19.05202 12.76574 9.17896 0.12
H -18.51496 14.53174 7.60903 0.08
H -19.47190 13.31863 6.90320 0.06
H -17.76225 13.44759 6.50104 0.08
H -17.55739 10.87972 7.83912 0.03
C -23.40261 6.40201 5.58976 -0.05
C -23.03442 6.52671 7.05188 -0.42
C -23.75218 5.57304 7.95551 -0.07
O -21.51692 6.30240 7.19899 -0.11
H -22.83135 6.95141 4.87931 0.04
H -24.39720 6.70600 5.39890 0.07
H -23.37868 5.34632 5.26387 0.09
H -23.10798 7.53738 7.41485 0.11
H -23.64622 4.51249 7.63526 0.09
H -24.81875 5.81434 7.96136 0.08
H -23.44587 5.77453 9.00434 0.09
H -21.38809 5.41675 6.79808 0.09
C -19.75572 9.28284 5.64850 -0.02
C -20.44692 10.19932 4.68404 -0.47
C -21.90313 9.87209 4.48895 -0.04
O -20.26401 11.57275 5.04801 -0.09
H -18.65537 9.27457 5.63726 0.09
H -20.08491 8.31463 5.33453 0.07
H -20.18415 9.38658 6.59396 0.04
H -19.98162 10.11384 3.71406 0.12
H -22.38811 10.48302 3.71160 0.09
H -22.49958 10.02072 5.36977 0.05
H -22.06526 8.77698 4.33188 0.07
H -20.59602 11.65498 5.98156 0.07
C -18.71652 12.36580 1.54370 -0.05
C -17.68184 12.91414 2.50452 -0.51
C -17.57623 14.45672 2.41366 -0.05
O -17.84349 12.50767 3.86066 -0.09
H -18.64212 11.24031 1.61777 0.10
H -18.71229 12.82889 0.57596 0.07
H -19.64885 12.66797 1.98961 0.07
H -16.68721 12.57543 2.33622 0.11
H -18.57018 14.78034 2.63437 0.06
H -17.26871 14.70182 1.37318 0.08
H -16.72856 14.70325 3.15854 0.11
H -18.75647 12.35563 4.17532 0.06
C -13.44580 9.79354 -2.32685 -0.07
C -14.42406 9.22592 -3.33815 -0.46
C -15.20010 8.01970 -2.79138 -0.05
O -15.43707 10.24972 -3.55569 -0.07
H -13.87179 9.74525 -1.32657 0.08
H -13.08848 10.81094 -2.48360 0.08
H -12.60985 9.12047 -2.17669 0.07
H -13.90283 9.01127 -4.28597 0.14
H -15.74900 8.28910 -1.90725 0.08
H -14.50088 7.22406 -2.46921 0.09
H -15.83173 7.56409 -3.48603 0.05
H -15.16385 10.77465 -4.31478 0.08
C -22.92084 13.29264 7.94057 -0.05
C -22.79475 11.84664 8.31603 -0.49
C -24.04521 10.99666 8.17098 -0.06
O -21.66076 11.23492 7.62186 -0.09
H -23.66652 13.86200 8.50167 0.09
H -23.20075 13.15412 6.90336 0.08
H -21.94904 13.76496 7.99533 0.07
H -22.53675 11.86168 9.40166 0.13
H -23.79508 9.97315 8.54572 0.07
H -24.35115 10.75832 7.09556 0.10
H -24.89776 11.49591 8.65907 0.08
H -21.37235 10.39942 8.04344 0.06
C -14.72751 11.95520 5.54231 -0.05
C -15.66189 10.72171 5.49593 -0.46
C -15.06807 9.62314 4.67915 -0.05
O -16.03243 10.34248 6.83593 -0.07
H -15.27763 12.85700 5.95540 0.09
H -14.25890 12.26165 4.56214 0.10
H -13.88462 11.73322 6.21870 0.05
H -16.61797 11.02078 5.08047 0.10
H -14.02465 9.51240 4.92113 0.07
H -15.18711 9.83756 3.58263 0.10
H -15.47558 8.64509 4.91502 0.08
H -15.37357 9.80007 7.28480 0.07
C -21.66429 9.12967 11.37881 -0.05
C -20.61261 8.84943 10.26534 -0.46
C -19.46211 7.81123 10.57698 -0.05
O -21.39945 8.47560 9.11587 -0.12
H -22.11476 8.18034 11.71860 0.08
H -22.44235 9.79635 11.02059 0.06
H -21.11017 9.54580 12.23262 0.08
H -20.05567 9.82209 10.11923 0.13
H -18.68495 8.25885 11.16166 0.04
H -18.95643 7.44217 9.59480 0.11
H -19.81845 6.92597 11.24138 0.10
H -20.83160 7.79638 8.60499 0.10
C -14.92071 8.59623 10.20521 -0.12
O -14.14173 9.21179 9.16907 -0.11
H -14.55246 8.90661 11.20986 0.09
H -16.01062 8.81456 10.10297 0.08
H -14.75275 7.51524 10.26323 0.07
H -13.40175 9.59282 9.53222 0.02
C -13.08310 12.92888 8.44414 -0.16
O -13.03155 11.52884 8.33774 -0.15
H -13.99114 13.35846 8.83076 0.06
H -12.20292 13.17425 9.00177 0.07
H -12.92385 13.43358 7.44058 0.09
H -13.93626 11.15290 8.22938 0.05
```

* total charge: 0
* lowest unoccupied orbital energy: 0.646 eV
* orbital gap: 9.942 eV
* energy above the lowest of the compared OMol25 structures with the same formula, charge and spin: 156.3 kJ/mol
* structure (SMILES): CC(C)O.CC(C)O.CC(C)O.CC(C)O.CC(C)O.CC(C)O.CC(C)O.CC(C)O.CO.CO
* total energy: -48602.0003 eV